1.
{"formula": "C40H36ClF3IrP3S2", "method": "ωB97M-V/def2-TZVPD", "spin_multiplicity": 6, "de_lowest_kj_mol": 192.60, "homo_lumo_gap_ev": [7.31, 4.55], "max_force_ev_per_a": 7.13, "total_charge": 1, "elements": ["H", "H", "H", "C", "H", "C", "H", "C", "P", "Ir", "H", "C", "H", "C", "H", "Cl", "C", "H", "C", "C", "C", "H", "H", "C", "S", "C", "H", "S", "C", "C", "H", "C", "C", "C", "C", "C", "H", "C", "C", "C", "C", "C", "H", "F", "C", "F", "H", "C", "H", "H", "H", "C", "C", "F", "H", "H", "H", "C", "C", "H", "H", "C", "C", "C", "H", "P", "H", "H", "H", "H", "C", "H", "C", "H", "C", "C", "H", "H", "C", "H", "H", "C", "C", "H", "P", "C"], "positions_angstrom": [[-4.4508, -0.5555, -5.8902], [4.8447, -3.9495, -0.9403], [0.8800, 5.5215, 7.3719], [3.0166, -4.0851, -2.0556], [-1.4963, -3.1258, 0.4286], [-0.6057, 2.9663, -0.8251], [-4.3989, 2.1929, -1.6550], [-1.4050, -2.0480, -0.0385], [-1.7787, 0.8155, -2.0072], [0.1852, -0.1627, -2.5718], [-2.4579, -0.6761, -4.3278], [-3.2741, 0.0367, -4.0767], [-1.7284, 0.5047, 0.4104], [0.9842, 3.3234, 7.4276], [-3.5053, -1.6078, 0.4422], [0.2956, 1.0475, -4.6276], [-4.3772, -0.0095, -4.9548], [-3.3188, 0.8087, -0.1256], [-2.2097, -4.1462, -2.0433], [1.1392, 4.6660, 5.4000], [-2.7241, -1.3832, -0.2812], [-3.8665, -5.4139, -2.4934], [6.8162, -0.6332, 4.7359], [-0.8826, -3.3916, -3.9115], [0.2974, -0.6164, 5.5575], [5.7462, -0.3962, 4.5943], [-0.7805, -1.5936, 0.7480], [0.9882, 0.7273, 2.5371], [3.8693, 0.2469, 3.2903], [-4.3996, 1.6986, -2.6784], [-2.1480, 3.2210, -3.8045], [-0.5539, 5.2733, -1.5799], [-2.7773, -4.9367, -4.2845], [-1.2983, 2.5668, -1.9417], [-0.3232, 4.3123, -0.5774], [3.6426, -0.0403, 5.7232], [0.2469, 4.6517, 0.3125], [1.2692, 3.4703, 4.6550], [3.1071, 0.3090, 4.4755], [5.2022, -0.1732, 3.3383], [-1.6778, 3.5040, -2.9004], [-1.6889, -4.1559, -4.7540], [-1.2428, -4.2281, -5.8174], [2.4996, -0.2157, -0.9522], [-2.4649, 0.1582, -0.3173], [2.0860, 1.7722, -1.8428], [-0.0607, -2.7889, -4.3151], [-3.0048, -4.9205, -2.9240], [-2.0322, 5.5665, -3.2725], [3.4792, 0.5647, 2.3069], [3.7831, -3.1308, 1.0120], [-5.5190, 1.6484, -3.5184], [1.1702, -2.8767, -1.0564], [2.9611, 0.1878, -3.0134], [3.1950, -0.0773, 6.6865], [1.2714, 5.6036, 4.8437], [-3.3185, -5.6043, -4.9137], [2.0146, 0.4453, -2.1001], [1.0372, 4.5934, 6.7466], [-6.3429, 2.3326, -3.2853], [-3.2333, -1.6848, -1.1547], [3.7898, -3.8336, -0.9345], [1.2855, 2.2772, 5.3384], [3.1509, -3.2563, 0.1479], [5.5420, -0.5120, 6.6811], [-0.3242, -1.9837, -1.5672], [1.7028, -2.0825, 0.9800], [1.0205, -4.0229, -2.9048], [-2.5054, -4.2448, -1.0054], [1.1660, 1.1920, 7.1333], [-1.3827, 4.8147, -2.6630], [-0.2367, 6.2665, -1.4729], [-1.2063, -3.3065, -2.5545], [-0.0706, 2.2361, -0.2460], [1.6878, -3.6672, -2.1427], [-3.2338, 0.8953, -3.0033], [-6.3813, 0.6343, -5.2521], [3.4684, -4.6932, -2.8716], [-5.5484, 0.7152, -4.5462], [0.8176, 3.3684, 8.4685], [5.8785, -0.2586, 2.4960], [1.1372, 2.2118, 6.7266], [1.9150, -2.7189, 0.1205], [1.2742, 3.4991, 3.6208], [1.3364, 0.6987, 4.4655], [5.0348, -0.3388, 5.7715]], "mulliken_spin": [0.000, 0.001, 0.000, -0.021, 0.009, 0.087, 0.001, 0.030, 0.556, 1.845, -0.004, 0.023, -0.025, 0.006, 0.000, 0.434, 0.011, 0.018, 0.000, 0.002, 0.013, -0.001, 0.000, 0.039, 0.760, 0.000, -0.042, 0.279, -0.002, 0.003, 0.000, 0.058, 0.010, -0.010, -0.023, -0.009, 0.000, 0.007, -0.028, 0.004, 0.039, 0.010, 0.000, 0.048, 0.058, 0.021, -0.002, 0.003, 0.000, -0.001, 0.000, 0.004, 0.085, 0.029, 0.010, 0.000, 0.001, 0.398, 0.000, 0.001, -0.006, 0.048, -0.029, -0.020, 0.000, 0.330, -0.001, -0.003, 0.003, 0.025, -0.016, 0.004, -0.054, -0.040, 0.041, -0.046, 0.000, 0.001, -0.002, 0.001, 0.000, -0.003, 0.051, -0.006, -0.020, 0.007]}



2.
{"formula": "C8H10N2", "method": "ωB97M-V/def2-TZVPD", "de_lowest_kj_mol": 341.60, "homo_lumo_gap_ev": 9.01, "max_force_ev_per_a": 5.57, "smiles": "c1cc[nH]c1.C=C(C)C#N", "elements": ["H", "H", "C", "C", "H", "C", "N", "H", "C", "C", "C", "H", "H", "H", "C", "H", "H", "N", "H", "C"], "positions_angstrom": [[1.2414, -1.1520, -2.3599], [-2.5679, 0.9857, -1.7448], [-2.3902, 0.6873, -0.7555], [0.5776, -2.1848, -0.0352], [-1.8729, 2.4841, 0.2892], [-1.9688, 1.4355, 0.3383], [0.2302, -3.3000, -0.1168], [-1.5270, -1.4798, 1.3084], [-1.7049, 0.5466, 1.4713], [-2.4281, -0.6430, -0.3391], [1.0108, -0.8218, -0.1521], [0.6889, 0.5159, -1.6871], [-2.7871, -1.5389, -0.8570], [-2.6325, 0.6673, 1.9372], [1.0394, -0.1539, 0.9507], [1.3499, 1.0052, 0.9481], [0.8923, -0.5424, 1.9421], [-1.9412, -0.7178, 0.8648], [2.3891, 0.0379, -1.6027], [1.3527, -0.3830, -1.5487]], "nbo_charge": [0.242, 0.222, -0.363, 0.270, 0.212, -0.144, -0.347, 0.421, -0.352, 0.055, -0.199, 0.236, 0.223, 0.238, -0.269, 0.211, 0.224, -0.475, 0.231, -0.637]}



Which formula does entry 1 have?
C40H36ClF3IrP3S2